{
  "formula": "C35H49As3BMnN4P",
  "method": "the ωB97M-V functional and the def2-TZVPD basis",
  "elements": ["Mn", "C", "As", "C", "C", "C", "C", "C", "As", "C", "C", "C", "As", "C", "C", "H", "H", "H", "H", "H", "H", "H", "H", "H", "H", "H", "H", "H", "H", "H", "H", "H", "H", "H", "H", "H", "H", "H", "H", "H", "H", "H", "B", "N", "C", "C", "C", "N", "N", "C", "C", "C", "N", "H", "H", "H", "H", "H", "H", "H", "H", "C", "C", "C", "C", "C", "C", "P", "C", "C", "C", "C", "C", "C", "C", "C", "C", "C", "C", "C", "H", "H", "H", "H", "H", "H", "H", "H", "H", "H", "H", "H", "H", "H"],
  "xyz": [[-0.1132, 0.1214, 0.0627], [3.5817, -1.1189, 1.9556], [2.1888, 0.2063, 1.6521], [1.7520, 0.5294, 3.5118], [3.2881, 1.8088, 1.3450], [3.6680, 2.1580, -0.1190], [2.6568, 3.1717, -0.6735], [3.7122, 0.9317, -1.0567], [1.9826, 0.2129, -1.6851], [2.0685, 0.6601, -3.5704], [2.4974, -1.6603, -1.8294], [5.0445, 2.8550, -0.1409], [6.7966, 2.1151, 0.3883], [6.7123, 0.2144, -0.0862], [6.5875, 1.8834, 2.3235], [4.3358, -0.7089, 2.6285], [4.0506, -1.4437, 1.0280], [3.1131, -1.9836, 2.4262], [2.6562, 0.8401, 4.0375], [1.3681, -0.3943, 3.9415], [0.9903, 1.3017, 3.5926], [4.1829, 1.6818, 1.9564], [2.7257, 2.6363, 1.7850], [1.6312, 2.7913, -0.6392], [2.8850, 3.4147, -1.7159], [2.6862, 4.0998, -0.0984], [4.2400, 0.1039, -0.5836], [4.2638, 1.1832, -1.9665], [3.0220, 0.3196, -3.9746], [1.9727, 1.7363, -3.7065], [1.2459, 0.1650, -4.0846], [3.4749, -1.7456, -2.3047], [1.7434, -2.1773, -2.4225], [2.5294, -2.1156, -0.8397], [4.9866, 3.7582, 0.4782], [5.2298, 3.2119, -1.1588], [6.5278, 0.0935, -1.1524], [5.9525, -0.3214, 0.4832], [7.6888, -0.2118, 0.1429], [6.1679, 2.7874, 2.7642], [7.5821, 1.7302, 2.7407], [5.9638, 1.0283, 2.5829], [-2.2575, -0.1527, 3.1487], [-1.5475, 1.2075, 2.7453], [-1.6797, 2.3048, 3.4998], [-1.0288, 3.3638, 2.8886], [-0.5107, 2.8009, 1.7277], [-0.8255, 1.5079, 1.6448], [-1.5076, -1.4253, 2.6129], [-1.8010, -2.6798, 2.9848], [-0.8674, -3.5379, 2.4317], [-0.0217, -2.6870, 1.7155], [-0.4174, -1.4217, 1.8333], [-3.4018, -0.1558, 2.7440], [-2.2116, -0.1769, 4.3626], [-2.2357, 2.2516, 4.4207], [-0.9471, 4.3797, 3.2331], [0.0562, 3.2636, 0.9334], [-2.6444, -2.8703, 3.6280], [-0.8166, -4.6084, 2.5275], [0.8326, -2.9282, 1.0984], [-5.4398, 2.2607, 0.8188], [-4.6255, 3.3434, 0.5009], [-3.4543, 3.1423, -0.2113], [-3.0841, 1.8623, -0.6276], [-3.8979, 0.7855, -0.3009], [-5.0715, 0.9866, 0.4194], [-1.4835, 1.7123, -1.5145], [-1.8576, 2.6118, -3.0656], [-3.1162, 2.6007, -3.6643], [-3.3320, 3.2882, -4.8481], [-2.2956, 3.9960, -5.4498], [-1.0419, 4.0208, -4.8590], [-0.8329, 3.3367, -3.6656], [-1.4913, -0.0639, -2.1479], [-1.6325, -0.3216, -3.5161], [-1.6605, -1.6407, -3.9508], [-1.5511, -2.6743, -3.0219], [-1.3571, -2.3840, -1.6779], [-1.3016, -1.0794, -1.1779], [-6.3506, 2.4122, 1.3837], [-4.9005, 4.3423, 0.8149], [-2.8222, 3.9931, -0.4456], [-3.6096, -0.2165, -0.5896], [-5.6890, 0.1357, 0.6768], [-3.9261, 2.0471, -3.2038], [-4.3128, 3.2726, -5.3058], [-2.4696, 4.5334, -6.3732], [-0.2325, 4.5758, -5.3154], [0.1432, 3.3691, -3.1926], [-1.7180, 0.4713, -4.2459], [-1.7755, -1.8616, -5.0051], [-1.5954, -3.7044, -3.3563], [-1.2351, -3.2131, -0.9834]],
  "e_lumo_ev": [0.5, 0.5],
  "charge": 0,
  "homo_lumo_gap_ev": [7.6, 8.4],
  "s_squared": 8.76,
  "homo_energy_ev": [-7.1, -7.9],
  "spin_multiplicity": 6,
  "relative_energy_ev": 1.541
}

{
  "formula": "C13H15NPt",
  "method": "the ωB97M-V functional and the def2-TZVPD basis",
  "elements": ["C", "C", "C", "C", "C", "Pt", "N", "C", "C", "H", "H", "H", "H", "H", "H", "H", "H", "H", "H", "C", "C", "C", "C", "C", "C", "H", "H", "H", "H", "H"],
  "xyz": [[-0.9541, 0.7060, -2.8262], [0.4154, 0.5031, -3.0775], [1.1719, 1.2678, -2.1409], [0.2482, 1.9913, -1.3250], [-1.0786, 1.5981, -1.7165], [0.0700, -0.0406, -0.7535], [-1.4326, -1.4170, -0.6626], [-0.4435, -2.4510, -0.8355], [0.7300, -1.9046, -1.6228], [2.2508, 1.4141, -2.1383], [0.8357, -0.0812, -3.9069], [0.5124, 2.7538, -0.6055], [-2.0102, 2.0121, -1.3166], [-1.7951, 0.2705, -3.3928], [0.6633, -2.0304, -2.7216], [-0.9501, -3.1064, -1.5006], [-2.3653, -1.2707, -0.1056], [1.7934, -2.0510, -1.3235], [0.0198, -2.9950, -0.0205], [0.2729, 0.5788, 4.0503], [0.1990, -0.7066, 3.5425], [0.1590, -0.8766, 2.1611], [0.1800, 0.2339, 1.3573], [0.2329, 1.5181, 1.8583], [0.2791, 1.7119, 3.2337], [0.3362, 0.7107, 5.1179], [0.1654, -1.5852, 4.1625], [0.0305, -1.8188, 1.6775], [0.1384, 2.3534, 1.1897], [0.3250, 2.7113, 3.6416]],
  "e_lumo_ev": [4.4, 5.1],
  "charge": -2,
  "homo_lumo_gap_ev": [1.3, 5.7],
  "s_squared": 2.01,
  "homo_energy_ev": [3.1, -0.6],
  "spin_multiplicity": 3
}

{
  "formula": "C16H18N2O4S",
  "method": "the ωB97M-V functional and the def2-TZVPD basis",
  "elements": ["O", "C", "N", "C", "C", "S", "O", "O", "C", "C", "N", "C", "C", "C", "C", "C", "O", "C", "C", "C", "C", "C", "C", "H", "H", "H", "H", "H", "H", "H", "H", "H", "H", "H", "H", "H", "H", "H", "H", "H", "H"],
  "xyz": [[-2.1850, 0.8775, -0.5500], [-0.9752, 1.0911, -0.5873], [0.0933, 0.2221, -0.9874], [-0.1851, -0.8680, -1.6661], [-1.1408, -0.8797, -2.6772], [-2.0068, -2.3884, -2.4584], [-3.3850, -2.3447, -3.1814], [-1.1817, -3.6588, -2.5144], [-2.0767, -2.0914, -0.6183], [-0.7092, -1.8184, -0.3981], [-0.2093, -3.0410, 0.0040], [1.2214, -3.0220, 0.2627], [1.7280, -2.1539, 1.2033], [2.4302, -0.9500, 1.2579], [2.4920, -0.2339, 2.3462], [1.5268, -0.9690, 3.3561], [1.1106, -2.1124, 2.5571], [-0.3514, 2.4629, 0.0629], [0.7868, 2.6760, 0.7097], [1.0887, 3.8019, 1.3371], [0.2633, 5.0621, 0.9805], [-0.8753, 4.9391, 0.2921], [-1.1408, 3.5158, -0.0579], [0.9949, 0.6799, -0.9230], [0.7194, -1.3781, -1.6837], [-0.6904, -0.9175, -3.5396], [-1.6364, -0.0985, -2.7634], [-2.9226, -1.2017, -0.7111], [-2.5912, -3.0839, -0.0587], [-0.8185, -1.2010, 0.7169], [-0.4381, -3.6815, -0.9575], [1.4279, -3.9771, 0.5207], [2.0665, -3.0153, -0.5950], [3.0756, -0.7442, 0.2659], [3.2384, 0.5358, 2.6278], [1.1166, -0.8743, 4.3230], [1.1025, 1.6942, 1.0571], [2.0261, 3.9544, 2.1009], [0.6505, 5.9278, 1.5068], [-1.6194, 5.7202, 0.3260], [-2.0209, 3.5439, -0.8863]],
  "e_lumo_ev": 0.4,
  "charge": 0,
  "homo_lumo_gap_ev": 8.8,
  "smiles": "O=C(N[C@@H]1CS(=O)(=O)C[C@H]1NCc1ccco1)c1ccccc1",
  "homo_energy_ev": -8.4,
  "relative_energy_ev": 13.249
}

{
  "formula": "C21H27N3O6S",
  "method": "the ωB97M-V functional and the def2-TZVPD basis",
  "elements": ["C", "C", "N", "C", "C", "C", "O", "N", "C", "C", "C", "S", "C", "C", "O", "N", "C", "C", "C", "O", "C", "O", "C", "C", "C", "C", "C", "C", "O", "C", "O", "H", "H", "H", "H", "H", "H", "H", "H", "H", "H", "H", "H", "H", "H", "H", "H", "H", "H", "H", "H", "H", "H", "H", "H", "H", "H", "H"],
  "xyz": [[-2.8330, -3.5922, 0.7896], [-2.6672, -2.3320, 1.6353], [-2.3840, -1.1727, 0.8095], [-1.1028, -0.8106, 0.6350], [-0.6796, 0.2233, -0.1436], [0.7832, 0.4830, -0.1600], [1.5531, -0.2457, 0.4768], [1.1663, 1.5237, -0.9061], [2.4699, 2.1561, -0.9031], [2.9906, 2.4387, 0.5162], [2.1440, 3.4365, 1.2961], [0.5461, 2.8027, 1.9156], [1.1292, 1.5863, 3.1312], [3.5603, 1.3610, -1.6550], [4.3194, 1.9131, -2.4274], [3.5984, 0.0619, -1.3419], [4.5857, -0.8498, -1.8641], [5.4087, -1.4790, -0.7370], [4.5984, -2.5102, 0.0542], [4.1959, -3.6060, -0.7344], [-1.6425, 1.0238, -0.8680], [-1.3551, 1.9708, -1.6027], [-3.0356, 0.6058, -0.6712], [-4.0228, 1.3429, -1.3520], [-5.3244, 0.9713, -1.1986], [-5.6689, -0.1199, -0.3853], [-4.7346, -0.8559, 0.2883], [-3.3815, -0.4847, 0.1497], [-7.0195, -0.2897, -0.4037], [-7.5296, 0.7254, -1.2470], [-6.4621, 1.5027, -1.7386], [-1.9203, -3.7902, 0.2327], [-3.0401, -4.4439, 1.4314], [-3.6496, -3.4809, 0.0811], [-3.5605, -2.1432, 2.2337], [-1.8293, -2.4641, 2.3230], [-0.3556, -1.3882, 1.1631], [0.3988, 2.0182, -1.3677], [2.3612, 3.1060, -1.4355], [3.0637, 1.4993, 1.0655], [3.9975, 2.8531, 0.4191], [1.8769, 4.2912, 0.6750], [2.6923, 3.7928, 2.1699], [0.2666, 1.3103, 3.7289], [1.5191, 0.7109, 2.6189], [1.8878, 2.0420, 3.7610], [2.9523, -0.2902, -0.6379], [5.2281, -0.2767, -2.5368], [4.0858, -1.6438, -2.4303], [6.2859, -1.9684, -1.1690], [5.7553, -0.6983, -0.0586], [5.1909, -2.8574, 0.9143], [3.6730, -2.0690, 0.4304], [4.9790, -4.0037, -1.1317], [-3.7160, 2.1711, -1.9684], [-5.0557, -1.6850, 0.8923], [-8.0717, 0.2644, -2.0875], [-8.2213, 1.3632, -0.6745]],
  "e_lumo_ev": 0.2,
  "charge": 0,
  "homo_lumo_gap_ev": 8.3,
  "smiles": "CCn1cc(C(=O)N[C@@H](CCSC)C(=O)NCCCO)c(=O)c2cc3c(cc21)OCO3",
  "homo_energy_ev": -8.1,
  "relative_energy_ev": 0.000
}

Number 1: F_max 0.0333 Eh/bohr. Number 2: F_max 0.0670 Eh/bohr. Number 3: F_max 0.1874 Eh/bohr. Number 4: F_max 0.0257 Eh/bohr.